The following is a DFT calculation (wB97M-V/def2-TZVPD) of a molecular structure, C21H39N6O6P2RhS at a distorted geometry.

```
! RIJCOSX wB97M-V def2-TZVPD def2/J DEFGRID3
* xyz 2 1
Rh -0.6968 -0.2826 0.2592
C -5.4993 1.2322 5.2088
O -6.0188 1.4955 3.9235
C -5.2598 1.4165 2.8357
C -5.9934 1.4923 1.6237
C -5.3710 1.2865 0.4221
C -4.0004 1.0184 0.3583
C -3.4075 0.4862 -0.8569
C -3.8055 1.0365 -2.1944
O -2.5956 -0.4479 -0.8023
C -3.2080 1.0817 1.5664
O -1.9244 1.0349 1.5446
C -3.8842 1.2449 2.7946
H -6.3685 1.1535 5.8605
H -4.8574 2.0451 5.5594
H -4.9497 0.2876 5.2243
H -7.0565 1.6501 1.6974
H -5.9683 1.2462 -0.4743
H -4.6693 1.6888 -2.1424
H -3.9730 0.2355 -2.9141
H -2.9523 1.6241 -2.5406
H -3.2903 1.2184 3.6958
C 1.3931 -2.8901 -3.4401
N 0.5172 -1.9636 -2.7618
C -0.8447 -2.4244 -2.6132
P 0.8753 -0.3319 -2.7284
O -0.0605 0.4656 -1.9210
O 2.3821 -0.3436 -2.1434
P 2.7006 0.0264 -0.5720
O 1.6531 -0.4231 0.3633
N 2.8205 1.6754 -0.6345
C 3.6238 2.3761 -1.6131
C 2.3987 2.4553 0.5121
N 4.1144 -0.7947 -0.3230
C 4.1881 -1.8759 0.6356
C 5.3208 -0.5595 -1.0852
N 1.1077 0.3506 -4.2345
C 2.1788 -0.0548 -5.1173
C -0.0516 0.9043 -4.8987
H 1.3914 -3.8412 -2.9040
H 2.4052 -2.4937 -3.4577
H 1.0587 -3.0830 -4.4640
H -0.8585 -3.3019 -1.9611
H -1.2809 -2.7082 -3.5759
H -1.4469 -1.6401 -2.1584
H 3.7024 1.7730 -2.5146
H 4.6241 2.6082 -1.2365
H 3.1285 3.3129 -1.8744
H 1.6065 1.9104 1.0239
H 1.9973 3.4102 0.1695
H 3.2150 2.6540 1.2128
H 3.2545 -1.9113 1.1909
H 5.0209 -1.7161 1.3248
H 4.3383 -2.8328 0.1286
H 5.1734 0.2645 -1.7750
H 5.5957 -1.4496 -1.6580
H 6.1483 -0.3204 -0.4127
H 3.0026 -0.4640 -4.5363
H 2.5379 0.8196 -5.6667
H 1.8425 -0.7976 -5.8496
H -0.8043 1.1345 -4.1501
H -0.4683 0.2122 -5.6361
H 0.2302 1.8237 -5.4145
C 0.5941 -2.7869 4.8274
N 0.5627 -1.4019 4.4493
C 0.9675 -0.3444 5.2131
C 0.6733 0.7949 4.5317
N 0.1017 0.4171 3.3520
C 0.0366 -0.9296 3.3013
S -0.6040 -1.8860 2.0473
H 0.9293 -2.8660 5.8586
H 1.2670 -3.3483 4.1788
H -0.4065 -3.2114 4.7328
H 1.4326 -0.4762 6.1678
H 0.8291 1.8221 4.7902
H -0.3652 1.0169 2.6705
*
```

Largest force on an atom ... 0.0584 hartree/bohr
Lowest unoccupied orbital energy (spin up / spin down) ... -8.27 / -8.28 eV
Orbital gap (spin up / spin down) ... 5.29 / 5.28 eV

***

The following is a DFT calculation (wB97M-V/def2-TZVPD) of C21H39NO5 in the gas phase.

```
! RIJCOSX wB97M-V def2-TZVPD def2/J DEFGRID3
* xyz 0 1
C 0.4944 6.6588 -3.3278
C 0.1174 5.1875 -3.2017
C -0.3984 4.8583 -1.8028
C -0.9148 3.4255 -1.6637
C 0.1246 2.3328 -1.9253
C 1.3717 2.3980 -1.0416
C 1.0478 2.2162 0.4390
C 2.2835 2.0885 1.3319
C 3.1858 0.8862 1.0352
C 2.4581 -0.4572 0.9560
C 1.7145 -0.8112 2.2417
C 1.1386 -2.2258 2.2465
C 0.1514 -2.5296 1.1052
N 0.8160 -2.8460 -0.1375
C 1.3546 -4.0695 -0.3533
C 1.9130 -4.2472 -1.7466
O 1.3945 -4.9188 0.5112
C -0.8053 -1.3721 0.8301
O -0.9066 -0.8473 -0.2508
O -1.4975 -1.0426 1.9055
C -2.4740 -0.0041 1.7635
C -3.7825 -0.5569 1.2202
C -0.7564 -3.7118 1.5228
O -0.9033 -4.0896 2.6489
O -1.4071 -4.1758 0.4614
C -2.2780 -5.2900 0.6822
C -3.6247 -4.8418 1.2302
H 0.8669 6.8758 -4.3265
H 1.2701 6.9164 -2.6094
H -0.3691 7.2932 -3.1386
H -0.6548 4.9464 -3.9362
H 0.9929 4.5761 -3.4255
H -1.2189 5.5407 -1.5638
H 0.3939 5.0393 -1.0742
H -1.3231 3.3001 -0.6585
H -1.7396 3.2813 -2.3667
H 0.4334 2.3777 -2.9717
H -0.3569 1.3639 -1.7690
H 2.0456 1.6018 -1.3627
H 1.8931 3.3452 -1.1899
H 0.4180 1.3331 0.5519
H 0.4714 3.0756 0.7891
H 2.8853 2.9957 1.2328
H 1.9516 2.0346 2.3713
H 3.9470 0.8340 1.8178
H 3.7072 1.0513 0.0900
H 1.7592 -0.4330 0.1208
H 3.1938 -1.2381 0.7482
H 0.9094 -0.0950 2.4127
H 2.4061 -0.7315 3.0839
H 1.9401 -2.9627 2.1726
H 0.6110 -2.4000 3.1855
H 0.6303 -2.2150 -0.9058
H 2.6057 -3.4423 -1.9796
H 1.1002 -4.2298 -2.4694
H 2.4272 -5.2015 -1.8098
H -2.0782 0.7674 1.0948
H -2.6016 0.4006 2.7689
H -4.1476 -1.3536 1.8637
H -4.5238 0.2358 1.1789
H -3.6320 -0.9508 0.2179
H -1.7900 -5.9792 1.3774
H -2.3839 -5.7607 -0.2970
H -4.0852 -4.1216 0.5574
H -4.2799 -5.7021 1.3311
H -3.4920 -4.3836 2.2071
*
```

Largest force on an atom ... 0.0120 hartree/bohr
Lowest unoccupied orbital energy ... 0.76 eV
Orbital gap ... 10.34 eV

***

The following is a DFT calculation (wB97M-V/def2-TZVPD) of 5 unconnected molecules or ions with the total composition C21H40BN2O12PS4 at a distorted geometry.

```
! RIJCOSX wB97M-V def2-TZVPD def2/J DEFGRID3
* xyz 0 1
C -3.2675 -2.4376 -5.1765
P -1.5664 -3.0529 -4.8206
O -1.5015 -3.4400 -3.2255
C -0.3277 -1.6319 -5.1194
C -0.9840 -0.3082 -5.1642
N -1.5113 0.7140 -5.0635
C 0.3625 -1.9347 -6.4794
C 0.0873 -0.8521 -7.4808
N 0.0886 -0.1206 -8.3761
O 1.7438 -2.1577 -6.3355
B 2.3757 -2.5825 -7.5158
O 3.4815 -1.9530 -7.9920
O 1.9285 -3.6652 -8.2650
H -3.8475 -2.2548 -4.2681
H -3.2568 -1.5102 -5.7586
H -3.7510 -3.1935 -5.7960
H -0.7205 -3.9930 -3.1225
H 0.3733 -1.6033 -4.2821
H -0.0808 -2.8530 -6.8897
H 3.6074 -1.1361 -7.4961
H 1.0776 -3.4360 -8.6523
O -1.4845 -1.6203 -1.8553
S -1.2161 -0.8449 -0.6607
O -0.5351 -1.4187 0.4756
C -0.3900 0.6702 -1.1335
C -1.5256 1.6533 -1.4012
C -2.5328 1.4364 -0.2667
C -2.7392 -0.0742 -0.1127
H 0.2398 0.4898 -2.0027
H 0.2184 0.9931 -0.2880
H -1.1673 2.6807 -1.4324
H -1.9952 1.4315 -2.3625
H -2.1284 1.8469 0.6607
H -3.4772 1.9422 -0.4662
H -2.9277 -0.3546 0.9221
H -3.5455 -0.4363 -0.7486
O -1.4433 -0.2797 3.5442
S -0.1164 -0.0496 4.0665
O 0.5775 1.2005 3.8579
C -0.1228 -0.4315 5.8131
C 0.2085 -1.9193 5.8734
C 1.3392 -2.1348 4.8562
C 0.9405 -1.4072 3.5685
H -1.0931 -0.1867 6.2402
H 0.6574 0.1658 6.2846
H 0.5039 -2.2217 6.8776
H -0.6671 -2.5086 5.5874
H 2.2649 -1.7117 5.2430
H 1.5164 -3.1924 4.6697
H 1.8071 -1.0120 3.0441
H 0.3650 -2.0488 2.9030
O -5.2963 4.2644 -0.5893
S -4.1036 4.8286 -0.0091
O -2.8500 4.8525 -0.7210
C -4.4795 6.4768 0.5758
C -4.9706 6.2696 2.0045
C -4.0221 5.2384 2.6271
C -3.8552 4.0989 1.6155
H -5.2215 6.9355 -0.0737
H -3.5548 7.0533 0.5567
H -4.9759 7.2043 2.5638
H -5.9895 5.8758 1.9952
H -3.0534 5.7043 2.8196
H -4.3997 4.8655 3.5783
H -2.8630 3.6597 1.6611
H -4.6097 3.3263 1.7538
O 3.8829 -2.0159 4.4251
S 5.2623 -2.4108 4.2317
O 5.9367 -3.2773 5.1624
C 5.4360 -3.0705 2.5792
C 5.7573 -1.8530 1.7183
C 6.7715 -1.0291 2.5215
C 6.2495 -0.9356 3.9605
H 4.5182 -3.5765 2.2873
H 6.2664 -3.7761 2.5912
H 6.1520 -2.1450 0.7462
H 4.8522 -1.2639 1.5521
H 7.7394 -1.5348 2.5130
H 6.9169 -0.0387 2.0922
H 7.0584 -0.9112 4.6865
H 5.6027 -0.0705 4.0971
*
```

Largest force on an atom ... 0.0351 hartree/bohr
Lowest unoccupied orbital energy ... 0.22 eV
Orbital gap ... 8.75 eV

***

The following is a DFT calculation (wB97M-V/def2-TZVPD) of a molecular structure, C21H40Cl3FeN4O3SSi at a distorted geometry.

```
! RIJCOSX wB97M-V def2-TZVPD def2/J DEFGRID3
* xyz -1 5
C -3.2892 2.9320 -3.1531
C -2.0291 3.0462 -2.2968
H -3.2378 3.4731 -4.1024
H -4.1466 3.3584 -2.5952
H -3.5037 1.8811 -3.3830
C -1.5409 4.3035 -1.8746
C -2.2244 5.5351 -2.3182
H -0.7753 4.3343 -1.1051
H -3.2760 5.5768 -1.9786
H -2.2165 5.4716 -3.4161
H -1.7321 6.4451 -1.9806
Fe -2.2452 -2.9223 -0.3315
Cl -1.3984 -4.0576 -1.9975
Cl -2.2551 -3.0339 1.8564
H 1.5593 -5.2582 3.0659
H -0.6057 -7.2489 1.4510
C 0.6668 -4.7866 2.6373
C -0.8119 -6.2123 1.1748
N 0.3498 -5.3604 1.3463
H 0.8836 -3.7136 2.5499
C 0.9821 -4.8745 0.2597
O 1.6512 -3.8292 0.2651
H -1.0991 -6.1876 0.1188
H 0.8804 -5.4976 -0.6397
H -0.1562 -4.9463 3.3292
H -1.6537 -5.8445 1.7650
H -3.1277 3.3259 1.2202
H -1.4066 5.0272 0.6051
C -2.4775 2.7925 1.9268
C -1.0126 4.7560 1.5945
N -1.1205 3.3104 1.7888
H -2.4668 1.7188 1.7053
C -0.1437 2.6964 2.5729
O -0.3607 1.7615 3.3293
H 0.0449 5.0564 1.6501
H 0.8560 3.1737 2.4321
H -2.8286 2.9517 2.9580
H -1.5995 5.2964 2.3570
O -2.0749 1.9893 -1.2899
C -1.0550 1.7311 -2.2571
C 0.6849 2.5668 -0.7643
C 0.3670 1.9658 -1.9957
H -0.1405 2.7655 -0.0780
C 1.9273 3.1568 -0.5274
H -1.2607 0.8272 -2.8416
C 1.4484 1.7730 -2.9207
H 2.0602 3.7322 0.3885
C 2.9781 2.9986 -1.4324
C 2.7128 2.2952 -2.6323
H 1.2624 1.2326 -3.8610
H 3.9477 3.4809 -1.2302
H 3.5040 2.1512 -3.3735
Si -4.3062 -0.9246 -0.6859
Cl -1.0954 -1.1705 -0.6225
C -4.8734 -0.5528 1.0539
C -4.5966 -2.8487 -0.9226
C -5.1442 -0.1871 -2.1615
H -4.0525 -0.2529 1.7132
H -5.3410 -1.4511 1.4884
H -5.6039 0.2642 1.0271
H -5.6974 0.7236 -1.8735
H -5.8454 -0.9486 -2.5643
H -4.4347 0.0817 -2.9602
H -3.8339 -3.6747 -0.8274
H -4.9666 -2.9881 -1.9427
H -5.3711 -3.1454 -0.2039
N 2.9006 -1.5063 -0.1387
C 2.5592 -0.3192 0.4356
N 3.5724 0.4639 0.8861
S 0.9896 0.2790 0.6924
H 3.7527 -1.9431 0.2191
H 2.1574 -2.2072 -0.2266
H 3.2901 1.4328 1.0679
H 4.5134 0.3080 0.5433
*
```

Largest force on an atom ... 0.0834 hartree/bohr
Lowest unoccupied orbital energy (spin up / spin down) ... 2.36 / 2.18 eV
Orbital gap (spin up / spin down) ... 5.44 / 5.57 eV

***

The following is a DFT calculation (wB97M-V/def2-TZVPD) of a molecular structure, C21H40Cl3N4NdO3SSi at a distorted geometry.

```
! RIJCOSX wB97M-V def2-TZVPD def2/J DEFGRID3
* xyz 0 4
C 4.1158 -2.4232 -2.6715
C 3.5576 -1.2114 -1.9866
H 5.2127 -2.3686 -2.6188
H 3.8218 -2.5358 -3.7296
H 3.8047 -3.3558 -2.1798
C 4.0642 0.0188 -2.2249
C 5.1019 0.3213 -3.2076
H 3.7494 0.8476 -1.5978
H 4.7492 0.3770 -4.2399
H 5.9398 -0.3758 -3.1591
H 5.4968 1.2959 -2.9325
Nd -2.5033 0.5044 1.2345
Cl -2.7740 -1.9551 2.2220
Cl -4.1044 0.2396 -0.8135
H -7.3148 0.7066 2.7995
H -6.6229 -2.4656 3.9098
C -6.7428 0.0695 2.1040
C -6.1254 -2.2265 2.9576
N -5.8332 -0.8009 2.8461
H -6.1862 0.7002 1.3944
C -4.7718 -0.2561 3.4396
O -4.2481 0.8401 3.0847
H -5.1947 -2.8105 2.8891
H -4.3151 -0.8713 4.2255
H -7.4531 -0.5512 1.5577
H -6.7944 -2.5227 2.1452
H 0.0137 1.4765 -2.8047
H 2.1451 2.9179 -1.9174
C -0.5510 2.3599 -2.4726
C 1.3821 3.6482 -1.6138
N 0.1104 2.9764 -1.3228
H -1.5557 2.0494 -2.1873
C -0.4032 2.8978 -0.0896
O -1.5475 2.3918 0.1564
H 1.7257 4.1770 -0.7264
H 0.2222 3.2965 0.7226
H -0.5826 3.0817 -3.2975
H 1.2466 4.3658 -2.4329
O 1.1404 -1.5169 -1.5399
C 2.4694 -1.4913 -0.9591
C 2.3363 0.8471 0.0767
C 2.5735 -0.5168 0.2289
H 1.8805 1.1743 -0.8482
C 2.6756 1.7458 1.0863
H 2.6676 -2.4746 -0.4990
C 3.0648 -0.9899 1.4485
H 2.5608 2.8246 0.9224
C 3.2100 1.2697 2.2773
C 3.3936 -0.1035 2.4727
H 3.1820 -2.0591 1.5763
H 3.4825 1.9778 3.0661
H 3.8078 -0.4685 3.4159
Si 0.3869 -2.5195 -2.5948
Cl -0.1380 -0.0186 1.5444
C -0.6899 -1.2661 -3.4675
C -0.9719 -3.0761 -1.3844
C 1.2161 -3.9631 -3.3698
H -1.2369 -0.7122 -2.6766
H -1.4457 -1.7663 -4.0942
H -0.1639 -0.5234 -4.0722
H 1.8593 -3.7689 -4.2420
H 0.3850 -4.5713 -3.7220
H 1.7898 -4.5655 -2.6523
H -0.5983 -3.2250 -0.3674
H -1.5191 -3.9640 -1.7057
H -1.7222 -2.2880 -1.2488
N 0.1517 3.3141 4.0294
C -0.6717 2.2247 4.1192
N -1.9915 2.5958 4.0990
S -0.0918 0.6390 4.1367
H -0.0877 4.1582 4.5590
H 1.1526 3.0702 4.0250
H -2.6762 1.8190 4.1833
H -2.2166 3.3591 4.7146
*
```

Largest force on an atom ... 0.0677 hartree/bohr
Lowest unoccupied orbital energy (spin up / spin down) ... 0.33 / 0.33 eV
Orbital gap (spin up / spin down) ... 7.53 / 7.55 eV

***

The following is a DFT calculation (wB97M-V/def2-TZVPD) of 3 unconnected molecules or ions with the total composition C21H40F5NO11S3 at a distorted geometry.

```
! RIJCOSX wB97M-V def2-TZVPD def2/J DEFGRID3
* xyz 0 1
C 3.2447 -1.4637 0.4373
C 4.3278 -0.5834 -0.3415
C 3.6919 0.7449 -1.0202
O 2.8586 1.5003 -0.1121
C 1.4801 1.4388 -0.4802
C 0.9459 2.8679 -1.0213
C -0.6561 2.9988 -0.9703
C -1.4146 1.5727 -1.1652
C -2.9842 1.9217 -0.9723
C -3.9161 0.6309 -0.8673
C -5.1707 0.8927 0.1076
C -6.2550 -0.2467 -0.0901
F -7.3653 -0.0204 0.7803
F -6.7557 -0.1875 -1.4191
C -5.6790 -1.7128 0.2679
F -4.6229 -1.6554 1.1799
F -6.6826 -2.5727 0.7509
F -5.1809 -2.2346 -0.9500
C -1.0445 1.0879 -2.6369
C -1.6435 -0.3336 -3.0600
C -0.4011 -1.2603 -3.5217
N -0.2743 -2.6046 -2.9303
O 0.4492 -0.9114 -4.3559
S -0.8043 0.4905 0.1993
O -0.5384 -0.9274 -0.1979
O -1.7033 0.5557 1.4137
O 0.6609 1.1618 0.7150
H 2.9793 -1.0054 1.4464
H 2.2949 -1.6710 -0.1639
H 3.7118 -2.4809 0.6564
H 4.8293 -1.2066 -1.1529
H 5.1303 -0.2793 0.4210
H 3.2134 0.4915 -2.0180
H 4.6014 1.4044 -1.2684
H 1.2611 0.5832 -1.1985
H 1.2916 3.0625 -2.0846
H 1.4143 3.6530 -0.3422
H -1.0675 3.6646 -1.7976
H -0.9857 3.4869 0.0126
H -3.0333 2.4359 0.0564
H -3.3450 2.7070 -1.7151
H -3.3823 -0.3239 -0.5733
H -4.3730 0.4761 -1.9122
H -4.7518 0.8911 1.1660
H -5.6568 1.8877 -0.1770
H 0.0685 1.0922 -2.8743
H -1.5079 1.8607 -3.3515
H -2.3787 -0.2781 -3.9314
H -2.1149 -0.9097 -2.1881
H -0.7483 -2.6564 -2.0170
H -0.7103 -3.2882 -3.5752
C 7.3637 2.6730 -4.0147
C 8.2513 3.8050 -3.5316
O 8.1271 4.0093 -2.1236
S 8.8762 2.9804 -1.1271
C 8.6913 3.9311 0.3535
O 10.2717 2.9288 -1.4736
O 8.0755 1.7916 -1.0078
H 7.7024 1.7124 -3.6216
H 7.3741 2.6137 -5.1052
H 6.3350 2.8166 -3.6756
H 9.2960 3.6332 -3.8059
H 7.9403 4.7346 -4.0134
H 9.2574 4.8557 0.2534
H 9.0813 3.3388 1.1812
H 7.6330 4.1369 0.5102
C -4.4888 -3.5290 3.3093
C -4.3777 -3.0681 4.7503
O -5.3231 -3.7310 5.5923
S -5.0190 -5.2524 6.0435
C -6.2564 -5.3594 7.3036
O -3.7205 -5.3050 6.6617
O -5.3835 -6.1359 4.9692
H -4.1830 -4.5723 3.2058
H -3.8523 -2.9269 2.6636
H -5.5209 -3.4585 2.9591
H -3.3612 -3.2023 5.1312
H -4.6031 -2.0005 4.8031
H -6.0102 -4.6609 8.1018
H -6.2575 -6.3806 7.6845
H -7.2261 -5.1252 6.8659
*
```

Largest force on an atom ... 0.1065 hartree/bohr
Lowest unoccupied orbital energy ... 0.30 eV
Orbital gap ... 10.47 eV

***

> Among the records above, which one has the lowest largest force on an atom?

C21H39NO5

***

> The lowest largest force on an atom belongs to which entry?

C21H39NO5